[1]
4
Properties=species:S:1:pos:R:3:forces:R:3:nbo_charge:R:1 method="wB97M-V/def2-TZVPD" e_tot_ha=-263.70464 spin_multiplicity=2 total_charge=+4 s2=0.756 e_above_lowest_kcal_mol=0.0 e_homo_ha="-1.5246 / -1.5211"
In 2.3871 0.6527 -0.3851 1.894 0.423 -0.328 2.96
O -0.4105 -0.1792 0.0762 2.555 0.589 -0.332 -0.17
H -1.0157 -0.7352 -0.4145 -2.283 -2.734 -2.250 0.61
H -0.9608 0.2617 0.7235 -2.166 1.722 2.910 0.60

[2]
4
Properties=species:S:1:pos:R:3:forces:R:3:nbo_charge:R:1 method="wB97M-V/def2-TZVPD" e_tot_ha=-110.64095 e_above_lowest_kcal_mol=0.5 e_homo_ha=-0.3525
H -1.0035 0.4816 0.0062 -0.106 -0.005 -0.044 0.28
H 1.0262 0.4907 -0.0061 -0.460 -0.983 0.049 0.27
N -0.6230 -0.4805 -0.0015 -0.502 0.122 0.071 -0.28
N 0.6002 -0.4917 0.0014 1.068 0.866 -0.077 -0.27

[3]
7
Properties=species:S:1:pos:R:3:forces:R:3:nbo_charge:R:1 method="wB97M-V/def2-TZVPD" e_tot_ha=-659.21526 e_above_lowest_kcal_mol=55.6 e_homo_ha="-0.3219 / -0.3033"
N 0.6268 -0.0926 -1.3335 2.944 0.714 -0.405 -0.41
N 0.1885 0.3224 -0.1961 0.013 0.413 0.162 -0.08
O 2.7709 0.3311 -2.9352 0.217 -0.017 -0.737 -0.83
O -0.7278 -0.4512 0.5223 0.025 -0.186 0.214 -0.54
S 2.3953 0.4700 -1.5432 -3.182 -1.014 0.987 1.02
H 0.8047 0.7846 0.4784 -0.252 -0.097 -0.004 0.35
H -1.2484 -0.9524 -0.1247 0.235 0.186 -0.216 0.49

[4]
7
Properties=species:S:1:pos:R:3:forces:R:3:nbo_charge:R:1 method="wB97M-V/def2-TZVPD" e_tot_ha=-336.18100 e_above_lowest_kcal_mol=52.8 e_homo_ha=-0.3687
N 2.9015 0.8843 -0.4255 6.544 3.981 -2.565 -0.08
N 2.1084 0.4953 0.1870 -1.214 -1.257 -0.621 0.43
O -1.7312 0.0979 0.1110 -0.009 -2.201 -0.172 -0.43
O 1.1684 -0.0972 0.3942 -4.310 -3.374 3.665 -0.36
O -0.8108 1.0508 -0.2514 3.431 0.843 -3.891 -0.41
H -0.0534 0.7286 -1.1824 -4.012 0.812 3.756 0.40
H -1.2148 -0.7008 0.4143 -0.430 1.197 -0.172 0.44

[5]
8
Properties=species:S:1:pos:R:3:forces:R:3:nbo_charge:R:1 method="wB97M-V/def2-TZVPD" e_tot_ha=-734.30701 e_above_lowest_kcal_mol=147.1 e_homo_ha="-0.3155 / -0.3159"
N 0.3125 0.5615 -1.6704 2.228 -2.305 3.531 -0.74
N -0.0266 0.3533 1.2098 3.266 -0.506 -0.272 0.38
O 0.9957 1.0238 1.1620 -1.209 -0.070 0.098 -0.35
O -1.1305 0.5528 1.5203 -1.817 1.706 0.511 -0.29
O -1.0392 -1.8972 1.3521 -0.163 -1.071 0.021 -0.75
S 0.2533 -1.4315 0.9143 -0.263 0.704 -1.218 1.13
H 0.7449 -0.2391 -2.1327 0.114 0.097 -0.182 0.31
H -0.1100 1.0763 -2.3554 -2.156 1.446 -2.489 0.31

[6]
9
Properties=species:S:1:pos:R:3:forces:R:3:nbo_charge:R:1 method="wB97M-V/def2-TZVPD" e_tot_ha=-809.57109 spin_multiplicity=3 s2=2.008 e_above_lowest_kcal_mol=43.7 e_homo_ha="-0.3064 / -0.4292"
N -0.1247 -0.5395 1.8343 -2.969 1.728 5.066 -0.70
N -3.0299 0.7885 1.3453 -1.876 1.406 0.457 0.71
O -4.0870 1.3497 1.4953 1.037 0.357 -0.190 -0.34
O -2.9143 -0.3878 1.1620 1.417 -0.553 -0.157 -0.37
O -1.8938 1.6254 1.4201 -1.731 -0.566 -0.156 -0.52
O 0.6545 -2.5584 0.5765 0.226 -7.598 0.781 -0.72
S 0.5056 -1.1750 0.5683 2.368 5.874 -5.710 1.07
H -0.2298 -1.0670 2.7053 0.395 -0.051 -0.097 0.38
H -1.2141 0.9742 1.6223 1.133 -0.596 0.007 0.49

[7]
5
Properties=species:S:1:pos:R:3:forces:R:3:nbo_charge:R:1 method="wB97M-V/def2-TZVPD" e_tot_ha=-164.87911 spin_multiplicity=3 total_charge=+1 s2=2.018 e_above_lowest_kcal_mol=0.0 e_homo_ha="-0.5563 / -0.7159"
N 0.7426 -0.5152 -0.3382 2.713 -0.190 0.160 0.35
N -1.5210 -0.5716 -0.5116 -0.493 -0.908 -4.424 -0.03
N -0.3655 -0.5293 -0.3569 0.637 0.152 1.318 0.21
H 2.1029 1.1707 -1.1400 0.211 0.276 -0.144 0.02
H -2.3165 -0.4625 -0.0128 -3.068 0.670 3.090 0.45

[8]
7
Properties=species:S:1:pos:R:3:forces:R:3:nbo_charge:R:1 method="wB97M-V/def2-TZVPD" e_tot_ha=-315.82142 smiles="NN=[N+]([O-])[O-]" total_charge=-1 e_above_lowest_kcal_mol=54.9 e_homo_ha=-0.1419
N -0.3138 0.5965 -0.3719 -4.982 -1.493 1.391 -0.22
N -1.0842 -0.4388 0.7499 2.507 1.369 -1.552 -0.75
N 0.9198 0.5230 -0.4677 2.380 1.203 1.486 0.52
O 1.4738 1.5223 -1.0224 -0.095 0.083 -1.056 -0.60
O 1.6543 -0.3082 0.0886 0.170 -1.748 0.442 -0.60
H -0.6660 -1.3772 0.7195 0.211 0.478 -0.284 0.33
H -1.9840 -0.5176 0.3039 -0.192 0.110 -0.428 0.32

[9]
8
Properties=species:S:1:pos:R:3:forces:R:3:nbo_charge:R:1 method="wB97M-V/def2-TZVPD" e_tot_ha=-714.00311 total_charge=-1 e_above_lowest_kcal_mol=52.8 e_homo_ha=-0.0993
N -0.4206 -1.6745 0.0890 1.681 1.637 -0.191 -0.59
N 0.7611 0.2798 0.0245 -0.414 -0.110 -0.465 -0.07
N -0.3869 -0.3614 0.0477 -0.363 -0.681 0.625 0.40
O 0.6805 1.6771 0.0939 0.057 0.141 0.150 -0.55
O -1.4277 0.3565 0.0704 -0.597 0.443 -0.312 -0.62
S 2.2451 -0.4859 0.0524 1.002 -0.043 -0.028 -0.37
H -1.3992 -1.8047 0.0853 -1.470 -0.393 -0.005 0.31
H -0.0523 2.0131 -0.4633 0.104 -0.995 0.226 0.48

[10]
8
Properties=species:S:1:pos:R:3:forces:R:3:nbo_charge:R:1 method="wB97M-V/def2-TZVPD" e_tot_ha=-714.04632 total_charge=-1 e_above_lowest_kcal_mol=25.7 e_homo_ha=-0.1393
N 0.1469 0.2738 -1.7089 -0.189 0.058 0.167 -0.18
N -0.0236 -0.0831 0.8836 3.119 1.225 0.103 -0.57
N -0.8768 -0.4862 1.7444 -0.062 -0.984 1.371 0.20
O -0.5396 -0.7204 2.9329 0.175 0.912 -1.707 -0.51
O 0.9640 1.1996 -1.6488 -0.184 -0.321 -0.498 -0.47
S -0.4496 -0.3617 -3.1146 0.306 0.292 -0.160 -0.23
H -0.2713 -0.0815 -0.1622 0.140 0.208 0.629 0.42
H 1.0500 0.2593 1.0735 -3.305 -1.390 0.094 0.34

[11]
8
Properties=species:S:1:pos:R:3:forces:R:3:nbo_charge:R:1 method="wB97M-V/def2-TZVPD" e_tot_ha=-714.01570 total_charge=-1 e_above_lowest_kcal_mol=44.9 e_homo_ha="-0.1530 / -0.1531"
N -1.8777 0.5550 0.8956 0.386 -0.530 2.217 0.09
N 0.8356 -0.2059 -0.5054 -3.974 -1.884 0.899 -0.52
N 1.8117 0.1910 -1.1627 0.554 -1.718 -3.850 0.21
O 1.9133 -0.4708 -2.2990 0.460 1.790 2.507 -0.58
O -2.9563 0.3904 1.3682 1.563 0.270 -0.552 -0.33
S -0.2529 0.3478 2.1976 -2.548 0.375 -1.139 -0.61
H 0.3487 0.1662 0.3779 1.797 0.516 0.106 0.40
H 0.1776 -0.9737 -0.8724 1.761 1.180 -0.189 0.34

[12]
8
Properties=species:S:1:pos:R:3:forces:R:3:nbo_charge:R:1 method="wB97M-V/def2-TZVPD" e_tot_ha=-713.99167 smiles="NN([O-])[N+]([O-])=S" total_charge=-1 e_above_lowest_kcal_mol=60.0 e_homo_ha="-0.1203 / -0.1202"
N 0.3483 1.0875 -0.1815 0.295 0.917 -1.033 -0.65
N -0.5121 -0.0049 -0.0861 -1.923 1.853 -0.412 0.34
N 0.0443 -1.1353 -0.0068 -0.722 -2.931 0.262 0.11
O -1.7524 0.2041 -0.2990 0.164 -0.178 0.301 -0.59
O -0.6908 -2.2474 0.0383 1.320 2.628 -0.203 -0.56
S 1.7324 -1.0954 0.0531 1.382 -1.297 0.353 -0.37
H 0.9121 1.2094 0.6067 1.698 -1.210 1.481 0.37
H -0.0819 1.9821 -0.1248 -2.214 0.218 -0.749 0.36

Repeat the second record exactly.
4
Properties=species:S:1:pos:R:3:forces:R:3:nbo_charge:R:1 method="wB97M-V/def2-TZVPD" e_tot_ha=-110.64095 e_above_lowest_kcal_mol=0.5 e_homo_ha=-0.3525
H -1.0035 0.4816 0.0062 -0.106 -0.005 -0.044 0.28
H 1.0262 0.4907 -0.0061 -0.460 -0.983 0.049 0.27
N -0.6230 -0.4805 -0.0015 -0.502 0.122 0.071 -0.28
N 0.6002 -0.4917 0.0014 1.068 0.866 -0.077 -0.27